This record from the Open Molecules 2025 dataset describes a cluster of 11 separate species, C11H41N20O13 in total in a non-equilibrium geometry. The level of theory is the ωB97M-V functional and the def2-TZVPD basis.

Atoms and positions in Å:
O 0.1882 0.9885 0.1288
C 0.1565 -0.1969 -0.4483
O 0.6236 -1.2498 0.1824
O -0.0913 -0.1875 -1.6927
H -0.0844 1.6399 -0.5215
C -1.6948 3.7939 2.4334
O -0.9915 4.6941 2.7505
N -2.9327 3.8808 2.2470
N -1.2705 2.7068 1.8799
H -3.4256 4.6478 2.6817
H -3.4218 3.0665 1.9038
H -1.7292 1.8111 1.9654
H -0.2679 2.6970 1.7585
C 4.2345 -0.6423 0.5976
O 4.7270 0.4613 0.3123
N 3.1846 -0.8446 1.2867
N 4.9411 -1.7271 0.2479
H 2.4396 -1.4053 0.8984
H 2.8473 0.0463 1.6224
H 4.6203 -2.6840 0.2875
H 5.8227 -1.4722 -0.1738
C 2.0477 1.7253 3.6876
O 1.1546 1.4957 4.4393
N 2.0192 1.7022 2.3797
N 3.2549 1.8021 4.0809
H 2.7290 2.1934 1.8552
H 1.2004 1.3903 1.8774
H 4.1222 1.9755 3.5932
H 3.2896 1.7436 5.0886
C -2.6075 -0.9778 -4.3746
O -3.3154 -1.0933 -5.3424
N -1.2613 -0.6712 -4.3842
N -3.0550 -1.1022 -3.1469
H -0.8866 -0.4486 -3.4731
H -0.5895 -0.7659 -5.1324
H -2.3272 -1.2347 -2.4592
H -3.9824 -1.4512 -2.9517
C 2.5941 -3.4713 -2.8563
O 2.0152 -4.3776 -2.3417
N 3.8495 -3.5377 -3.2706
N 2.0220 -2.2552 -2.9232
H 4.2776 -4.3513 -2.8525
H 4.3232 -2.7104 -3.6043
H 2.5577 -1.6398 -3.5185
H 1.3443 -1.9484 -2.2401
C -2.2757 -0.2692 3.1866
O -2.6783 0.4510 2.2707
N -1.0479 -0.7571 3.2115
N -2.9283 -0.7394 4.1800
H -0.6823 -1.4042 3.8954
H -0.4104 -0.5068 2.4692
H -3.7643 -0.2816 4.5139
H -2.5675 -1.5291 4.6959
C 2.1185 -3.9938 1.9339
O 2.6908 -4.9103 2.5126
N 1.5032 -3.0569 2.6374
N 1.8267 -3.9013 0.7081
H 1.7917 -3.0816 3.6050
H 1.1598 -2.2235 2.1819
H 1.4148 -3.0235 0.4252
H 2.1500 -4.5228 -0.0195
C -3.8412 3.2447 -2.0294
O -3.8674 3.1083 -3.2435
N -4.5237 4.1195 -1.3601
N -2.9369 2.6625 -1.2514
H -5.2139 4.6485 -1.8738
H -4.7368 3.9597 -0.3859
H -3.0423 2.9603 -0.2921
H -2.4283 1.8953 -1.6671
C 0.9511 3.0554 -2.5706
O 1.7906 2.3882 -3.0395
N -0.1533 2.6543 -2.1111
N 1.0686 4.3460 -2.3709
H -0.1987 1.6556 -2.2544
H -0.8533 3.3819 -2.0843
H 0.2446 4.9095 -2.5248
H 1.8535 4.6634 -2.9216
C -2.3424 -2.9398 -0.4962
O -3.3699 -3.5715 -0.7559
N -1.2124 -3.0003 -1.2270
N -2.2034 -2.1893 0.5589
H -0.3733 -2.5209 -0.9333
H -1.2545 -3.4820 -2.1137
H -3.0204 -2.2668 1.1475
H -1.2891 -1.9486 0.9140

Output
HOMO-LUMO gap in eV: 9.058
Lowest unoccupied orbital energy in eV: 2.128
Energy above the lowest of the compared OMol25 structures with the same formula, charge and spin in eV: 5.9507
Charge: -1
HOMO energy in eV: -6.930

This record from the Open Molecules 2025 dataset describes a cluster of 9 separate species, C11H42N20O9P in total in a non-equilibrium geometry. The level of theory is the ωB97M-V functional and the def2-TZVPD basis.

Atoms and positions in Å:
C -0.9607 1.2484 2.7790
C -0.7096 -0.0388 2.6710
N 0.5641 -0.6543 3.0130
C 1.3167 -0.8898 1.8369
N 1.5889 -2.1902 1.4327
N 1.7488 0.0802 1.1173
P 2.7862 -0.0985 -0.4140
N 3.0888 1.5439 -0.6433
O 1.5793 -0.2428 -1.4876
H -1.8764 1.6354 2.3403
H -0.2767 1.9275 3.2829
H -1.4684 -0.7379 2.3392
H 1.0982 -0.0278 3.6147
H 0.7368 -2.7587 1.4130
H 2.2700 -2.6348 2.0440
H 1.4675 1.0109 1.4254
H 2.2293 2.0470 -0.8637
H 3.5118 1.9482 0.1939
H 1.6596 -1.0911 -1.9478
C 5.4198 4.3751 -1.2137
O 5.4069 3.9733 -0.0527
N 6.3882 5.1690 -1.7268
N 4.4221 4.0321 -2.0829
H 6.3707 5.4838 -2.6848
H 7.1373 5.4502 -1.1229
H 3.7381 3.4397 -1.6604
H 4.3730 4.3372 -3.0389
C -0.0380 -5.5785 0.4066
O -0.5993 -4.6045 0.9171
N 1.0328 -5.4365 -0.4212
N -0.4458 -6.8488 0.6418
H 1.5079 -6.2116 -0.8449
H 1.3542 -4.5071 -0.6143
H -1.2419 -6.9795 1.2396
H -0.0026 -7.6542 0.2407
C -5.0471 2.0210 1.9447
O -3.8542 1.7613 1.7579
N -5.4686 3.3090 2.1078
N -6.0001 1.0648 1.9781
H -6.4278 3.5558 2.2593
H -4.7769 4.0333 2.0757
H -5.6982 0.1007 1.8740
H -6.9740 1.2703 2.0949
C -4.2302 -2.1994 0.9956
O -5.2125 -1.6319 1.4459
N -3.1883 -1.5033 0.4432
N -4.0970 -3.5526 1.0247
H -2.3836 -1.9491 0.0420
H -3.2665 -0.4987 0.4288
H -4.8565 -4.0928 1.4132
H -3.2899 -4.0326 0.6647
C 4.1866 6.5046 -4.9055
O 5.2932 6.0114 -4.7024
N 4.0083 7.8563 -4.9712
N 3.0632 5.7666 -5.1015
H 3.1177 8.2821 -5.1460
H 4.8153 8.4360 -4.8390
H 3.1589 4.7694 -5.1011
H 2.1558 6.1663 -5.2873
C 0.3551 5.9611 -7.8119
O 0.6998 6.1874 -6.6590
N -0.5639 5.0010 -8.1158
N 0.8640 6.6521 -8.8686
H -0.8637 4.8002 -9.0506
H -0.9603 4.4850 -7.3536
H 1.5452 7.3611 -8.6722
H 0.5955 6.4849 -9.8195
C 1.8087 -5.1803 5.0466
O 2.3728 -5.8130 5.9108
N 2.0324 -3.8373 4.8397
N 0.8852 -5.7224 4.1934
H 1.5324 -3.3098 4.1498
H 2.6889 -3.3768 5.4422
H 0.6638 -6.6943 4.3056
H 0.4338 -5.1987 3.4663
C -4.6136 -6.0028 3.9135
O -5.3826 -6.0594 2.9661
N -3.4640 -5.2642 3.8373
N -4.8354 -6.6558 5.0886
H -2.7902 -5.1712 4.5724
H -3.3213 -4.7990 2.9614
H -5.6761 -7.1982 5.1601
H -4.2117 -6.6145 5.8718

Output
HOMO-LUMO gap in eV: 7.532
Lowest unoccupied orbital energy in eV: -3.764
Charge: +1
HOMO energy in eV: -11.296

This record from the Open Molecules 2025 dataset describes a cluster of 11 separate species, C11H43IN24O12P in total in a non-equilibrium geometry. The level of theory is the ωB97M-V functional and the def2-TZVPD basis.

Atoms and positions in Å:
O 0.8379 0.1628 2.2029
N 1.1861 -0.8745 1.4355
N 2.2871 -0.9170 0.7775
N 2.3158 -2.0807 0.1565
C 1.1976 -2.7200 0.4831
N 0.4512 -1.9855 1.3046
P -1.2481 -2.1895 2.1480
O -2.1471 -2.3794 0.8826
I -1.0181 -4.4414 2.8970
H 0.0923 0.6069 1.7500
H 0.8997 -3.6985 0.1283
H -2.6249 -1.4735 0.7038
C 1.1995 -4.4604 -3.6438
O 1.3344 -5.1283 -4.6541
N 2.2613 -3.9498 -2.9623
N -0.0456 -4.1688 -3.1394
H 2.1845 -3.3774 -2.1436
H 3.1890 -4.1325 -3.3225
H -0.8359 -4.5365 -3.6359
H -0.2021 -3.5993 -2.3310
C 6.0914 -2.8481 -2.9062
O 5.4530 -3.6810 -3.5401
N 6.2159 -1.5535 -3.3393
N 6.7346 -3.1086 -1.7428
H 6.7372 -0.8705 -2.8192
H 5.7774 -1.3080 -4.2064
H 6.6752 -4.0396 -1.3764
H 7.2781 -2.3956 -1.2800
C -3.9348 -0.0742 1.8166
O -3.0815 -0.2038 0.8951
N -5.2122 0.2549 1.5326
N -3.6342 -0.2447 3.1096
H -5.9041 0.3093 2.2623
H -5.4685 0.3834 0.5711
H -2.6681 -0.4898 3.2390
H -4.3024 -0.1092 3.8624
C 2.7099 -3.6169 -8.3115
O 2.2825 -3.2273 -9.3851
N 1.9300 -3.7262 -7.1983
N 4.0216 -3.9767 -8.1346
H 2.2456 -4.0700 -6.3080
H 0.9619 -3.4887 -7.3003
H 4.6248 -3.9144 -8.9324
H 4.3889 -4.3046 -7.2610
C 8.3532 0.4021 -0.4201
O 7.9150 -0.7353 -0.5589
N 9.1478 0.9879 -1.3558
N 8.0750 1.1459 0.6844
H 9.5216 1.9134 -1.2603
H 9.3853 0.4497 -2.1686
H 7.5026 0.7242 1.3914
H 8.4295 2.0726 0.8278
C -6.2569 -1.2864 5.7154
O -5.8557 -0.6929 4.7188
N -7.3064 -2.1496 5.6756
N -5.6631 -1.0953 6.9205
H -7.6493 -2.6347 6.4832
H -7.7552 -2.2964 4.7912
H -4.9068 -0.4322 6.9533
H -5.9604 -1.5502 7.7629
C -3.7574 2.7162 5.2010
O -3.7459 1.5231 5.4866
N -3.3067 3.6602 6.0812
N -4.1999 3.1983 4.0123
H -3.3046 4.6420 5.8787
H -2.9745 3.3418 6.9716
H -4.5461 2.5470 3.3343
H -4.2252 4.1718 3.7641
C 1.8255 4.1496 0.7186
O 2.1845 5.3089 0.6618
N 2.7066 3.1210 0.9396
N 0.5189 3.7725 0.5604
H 2.4393 2.1555 0.9533
H 3.6713 3.3675 1.0551
H -0.1418 4.5020 0.3682
H 0.2163 2.8185 0.5638
C -6.3239 5.2883 1.4109
O -5.3482 4.9937 2.0874
N -7.2174 4.3504 0.9776
N -6.5894 6.5715 1.0438
H -8.0252 4.5699 0.4262
H -7.0486 3.3995 1.2431
H -5.9495 7.2806 1.3503
H -7.3835 6.8362 0.4925
C 0.3744 1.4757 -2.5119
O 0.5850 1.2577 -1.3209
N 1.3533 1.3506 -3.4437
N -0.8487 1.8550 -2.9696
H 1.2100 1.5228 -4.4213
H 2.2644 1.0772 -3.1251
H -1.5867 1.9574 -2.2987
H -1.0398 2.0415 -3.9362

Output
HOMO-LUMO gap in eV: 6.680
Lowest unoccupied orbital energy in eV: -3.719
Charge: +1
HOMO energy in eV: -10.398

This record from the Open Molecules 2025 dataset describes a cluster of 11 separate species, C11H44N22O11 in total in a non-equilibrium geometry. The level of theory is the ωB97M-V functional and the def2-TZVPD basis.

Atoms and positions in Å:
N -0.3226 0.2818 -3.4998
C -0.5428 0.9241 -4.6328
N -1.5303 0.3020 -5.1615
O -0.0307 1.8943 -5.0799
H 0.2258 0.7520 -2.7939
H -0.9298 -0.4681 -3.2016
H -1.6918 0.5190 -6.1346
H -1.5329 -0.6788 -4.9205
N -1.1500 3.4199 -2.4794
C -0.4783 4.5643 -2.4126
N -0.5331 5.2138 -3.5300
O -0.0132 5.0194 -1.3371
H -1.5165 3.0486 -3.3442
H -1.2630 2.9613 -1.5866
H -1.0320 4.6549 -4.2075
H -0.1713 6.1384 -3.7149
N 1.2435 -2.7557 3.7268
C 1.5005 -2.0740 2.6658
N 0.8596 -0.9421 2.6598
O 2.3079 -2.4293 1.7913
H 1.8878 -3.4227 4.1267
H 0.5962 -2.3598 4.3934
H 0.8976 -0.2685 1.9081
H 0.5935 -0.6960 3.6025
N 0.9828 -5.1627 1.4253
C -0.2419 -4.8335 1.1007
N -1.0674 -5.8654 1.2899
O -0.5663 -3.8008 0.5238
H 1.6364 -4.3984 1.5192
H 1.3654 -6.0967 1.4616
H -0.8784 -6.7343 1.7688
H -2.0472 -5.6320 1.2152
N 3.6785 3.7171 -2.2924
C 4.0793 2.8116 -1.4819
N 5.3896 2.9128 -1.2086
O 3.2502 2.0422 -1.0350
H 2.8286 3.4992 -2.7926
H 4.2232 4.5117 -2.5957
H 5.8111 2.1047 -0.7735
H 6.0377 3.2610 -1.9006
N 1.2291 3.1020 1.9271
C 0.7716 2.9009 3.1296
N 1.6182 3.2520 4.0471
O -0.2902 2.5279 3.4384
H 0.7667 2.7118 1.1183
H 2.0065 3.7460 1.9579
H 1.3494 3.7168 4.9026
H 2.5169 3.4657 3.6388
N -3.1606 -3.1334 -1.2867
C -2.4104 -2.9355 -2.3893
N -1.5028 -3.8603 -2.4325
O -2.4486 -1.9522 -3.1189
H -3.7162 -2.3232 -1.0522
H -3.1171 -3.9834 -0.7430
H -1.4665 -4.4017 -1.5806
H -0.9713 -3.9767 -3.2834
N 1.6172 -3.4303 -1.5739
C 2.7569 -2.9964 -2.0814
N 2.6095 -2.9187 -3.4462
O 3.6865 -2.5861 -1.4295
H 0.9347 -3.6550 -2.2836
H 1.5565 -3.6991 -0.6022
H 1.6524 -2.9870 -3.7614
H 3.3443 -2.3080 -3.7736
N -2.4074 4.7853 3.3874
C -2.2111 5.4606 2.2308
N -1.3846 4.7879 1.4841
O -2.7742 6.4548 1.9321
H -2.9306 5.3180 4.0675
H -1.6714 4.1663 3.6960
H -1.0516 3.8351 1.4454
H -1.0231 5.3303 0.7126
N -2.6993 -2.2687 2.8841
C -3.2810 -3.0740 3.6738
N -3.7935 -2.3131 4.5802
O -3.2911 -4.2464 3.6373
H -2.1563 -2.7663 2.1930
H -2.6534 -1.3009 3.1694
H -4.5795 -2.6933 5.0880
H -3.6465 -1.3322 4.3897
N -0.8300 -0.7114 -0.0434
C -0.2300 0.4436 -0.0779
N 1.0500 0.2953 -0.2539
O -0.8523 1.5083 -0.0797
H -0.1708 -1.4764 -0.0226
H -1.8172 -0.8784 0.0898
H 1.6928 1.0519 -0.4396
H 1.5238 -0.5876 -0.1269

Output
HOMO-LUMO gap in eV: 8.593
Lowest unoccupied orbital energy in eV: 0.096
Energy above the lowest of the compared OMol25 structures with the same formula, charge and spin in eV: 6.3334
HOMO energy in eV: -8.497